Record 1
Below is 11 unconnected molecules or ions with the total composition C37H69N6O28P at a distorted geometry, with properties calculated with ωB97M-V/def2-TZVPD.

```
141
Properties=species:S:1:pos:R:3:mulliken_charge:R:1
P 3.93510 20.39416 -3.19277 0.5721
O 9.28770 12.22022 -2.64965 -0.3356
O 3.89965 14.77523 -12.84152 -0.2699
O 5.06048 14.36243 -7.98806 -0.2433
O 10.10005 18.87815 -3.87178 -0.2646
O 9.84915 14.07541 -1.74586 -0.2635
O 8.61082 12.73784 -7.34478 -0.4194
O 4.45078 16.41325 -14.30459 -0.3511
O 5.26057 13.80563 -10.23409 -0.5502
O 2.60823 11.78568 -7.19191 -0.6188
O 6.93906 20.54185 -6.81191 -0.5081
O 10.21832 13.50342 -5.90376 -0.2286
O 4.39906 10.39730 -7.84695 -0.3091
O 10.47946 14.80654 -14.28867 -0.6206
O 8.99069 14.00990 -12.81018 -0.4072
O 4.48317 11.52945 -5.92167 -0.3309
O 3.31627 19.65986 -10.09930 -0.5756
O 8.28005 18.85451 -7.02145 -0.3984
O 8.33984 17.59317 -4.34632 0.2346
O 0.89385 16.04425 -8.76212 -0.4795
O 2.20070 16.88674 -7.17068 -0.3381
O 11.43606 12.84417 -2.83414 -0.6065
O 10.96105 14.46775 -12.14533 -0.3345
O 2.82299 16.79656 -12.73171 -0.5593
O 10.19902 14.20252 -8.00212 0.2018
O 5.26610 19.31099 -9.26407 -0.5860
O 6.51472 15.40956 -9.24060 -0.1129
O 4.09239 21.79147 -3.73356 -0.7837
O 10.19226 16.83918 -3.25731 -0.1444
N 4.22305 18.90895 -9.75124 1.0507
N 5.32388 19.76979 -2.48220 0.3829
N 8.02534 20.04678 -6.75603 0.8964
N 1.37798 16.09378 -7.62597 0.7906
N 2.72139 20.33733 -1.90947 0.0864
N 3.52282 19.21954 -4.37221 0.6821
C 8.54023 13.93116 -1.31114 0.5247
C 10.31896 13.86890 -11.05344 0.1415
C 8.84559 14.00048 -11.39111 1.1279
C 5.30687 18.54252 -1.65386 -0.8397
C 3.94242 17.43407 -9.72550 0.1828
C 5.71126 10.80234 -5.98146 0.3709
C 10.31244 13.06990 -2.40962 0.6820
C 5.60609 15.30392 -7.09707 2.0147
C 5.10888 15.28637 -14.86651 0.2438
C 6.11953 14.69862 -5.82873 -1.6297
C 3.74193 11.25100 -7.04001 0.6851
C 11.22986 14.94818 -7.38874 -0.0390
C 5.60882 14.42374 -9.23300 0.3878
C 11.53452 17.29000 -3.13279 -0.4352
C 10.91404 16.49257 -7.57182 -0.8656
C 3.76887 19.38887 -5.76535 -1.2394
C 3.63523 16.06401 -13.24675 0.7035
C 7.79158 15.21405 -1.79833 -1.0082
C 9.62458 13.37074 -7.12727 0.0810
C 6.56198 20.02479 -3.21675 -1.0615
C 9.40255 17.71898 -3.83982 -0.0932
C 11.23973 14.43816 -5.95306 0.4224
C 9.21369 20.87302 -6.62702 -0.6284
C 2.97013 21.03656 -0.60304 -1.0382
C 8.10315 12.70743 -2.08443 -0.1137
C 6.62288 9.76508 -8.14908 -0.9241
C 6.69936 15.99712 -7.93681 0.8248
C 4.88063 14.16387 -13.71382 0.4563
C 12.02005 19.70942 -2.83112 -1.6405
C 1.32326 20.49793 -2.43017 -1.0428
C 10.19124 14.46990 -13.15266 0.5644
C 3.05950 17.91500 -4.00245 -1.1282
C 5.50068 9.85005 -7.12131 0.3083
C 11.41972 18.66756 -3.72510 0.5352
C 6.58135 15.55466 -15.13463 -1.1510
C 1.08551 15.02260 -6.65839 -0.7669
C 7.98587 12.77622 -11.03077 -1.3641
H 12.15708 14.71176 -7.91073 0.3026
H 6.57984 11.41817 -6.21474 -0.2812
H 7.43847 12.99785 -2.89804 -0.1099
H 1.18341 21.47977 -2.88241 0.3430
H 5.81066 14.15333 -13.14545 -0.5242
H 8.44141 13.76130 -0.23900 0.2918
H 6.70632 17.08707 -7.92825 0.0221
H 11.78505 18.63815 -4.75163 0.0997
H 5.30604 8.84567 -6.74524 0.2645
H 7.17374 14.71772 -15.50437 0.3696
H 11.93794 17.36759 -2.12317 0.4152
H 7.97506 15.32246 -2.86729 -0.0984
H 12.04462 20.63951 -3.39895 0.3670
H 7.00178 15.72807 -14.14404 0.1744
H 6.94895 10.77024 -8.41634 -0.1009
H 6.29285 18.50737 -1.19050 0.5085
H 6.61698 21.08522 -3.46283 0.3797
H 2.20249 17.61902 -4.60746 0.5359
H 9.89289 16.61412 -7.21046 0.0241
H 6.99878 12.81690 -11.49131 0.1621
H 2.89345 19.12654 -6.35943 0.4760
H 12.21773 14.08580 -5.62527 0.3882
H 4.46688 16.94944 -10.54902 -0.0394
H 2.93949 17.22410 -10.09716 0.4531
H 7.51920 19.67692 -2.82840 0.4189
H 2.69136 17.72241 -2.99473 0.4536
H 9.69377 21.06852 -7.58588 0.3195
H 4.20462 16.96590 -8.77673 -0.5206
H 11.65842 17.07266 -7.02640 0.2958
H 8.21022 16.13290 -1.38779 0.3111
H 1.09876 19.68817 -3.12443 0.2859
H 5.02702 17.65287 -2.21804 0.0997
H 10.55247 14.51478 -10.20703 -0.2447
H 2.00301 14.56409 -6.28952 0.2301
H 4.56716 18.73961 -6.12494 0.2950
H 4.19649 20.34303 -6.07330 0.4356
H 0.59324 15.31430 -5.73066 0.3036
H 2.48826 20.45463 0.18262 0.3628
H 4.60980 18.68029 -0.82729 0.3130
H 4.55196 13.21924 -14.14713 0.3412
H 12.15019 16.65585 -3.77068 0.2638
H 6.48050 15.41273 -5.08856 0.2580
H 6.28301 9.37368 -9.10793 0.3729
H 0.34249 14.37237 -7.12015 0.3407
H 2.59085 22.05820 -0.62504 0.3283
H 8.45359 11.83858 -11.33104 0.5247
H 3.87891 17.20087 -4.08424 0.0745
H 6.48206 19.63442 -4.23131 0.2147
H 7.64396 15.76390 -7.44546 -0.7205
H 10.71172 12.86040 -10.92395 0.3418
H 13.07160 19.45337 -2.70159 0.4501
H 8.94077 21.66964 -5.93493 0.3403
H 11.00788 16.62168 -8.65007 0.5028
H 4.94534 16.10167 -6.75781 -1.0563
H 4.58385 14.95181 -15.76123 0.2738
H 6.91679 13.99127 -6.05706 -0.0271
H 6.64159 16.43813 -15.77020 0.3636
H 6.73572 15.15571 -1.53401 0.4187
H 4.04041 20.99625 -0.40064 0.3677
H 9.97601 20.30072 -6.09840 -0.0120
H 11.45844 19.74052 -1.89745 0.3582
H 5.91945 10.30185 -5.03580 0.3516
H 7.88548 12.65959 -9.95169 -0.0154
H 8.34696 14.91584 -11.07239 -0.0204
H 10.94265 15.26335 -5.30584 -0.6533
H 7.52182 9.29868 -7.74600 0.4128
H 7.58167 11.91413 -1.54884 0.3287
H 0.64500 20.38540 -1.58436 0.3989
H 5.36884 14.12952 -5.28039 0.5887
```

Results
**F_max**: 5.13 eV Å⁻¹
**Net charge**: +1
**LUMO (alpha / beta)**: -2.40 / -7.01 eV
**Calculated total energy**: -115031.779 eV
**HOMO (alpha / beta)**: -11.764 / -11.764 eV
**<S²>**: 0.760
**Multiplicity**: 2
**Gap between HOMO and LUMO (alpha / beta)**: 9.36 / 4.75 eV



Record 2
Below is a molecular structure, C11H8MnN3OS6 at a distorted geometry, with properties calculated with ωB97M-V/def2-TZVPD.

```
30
Properties=species:S:1:pos:R:3:mulliken_charge:R:1
Mn -0.49104 -0.12164 -0.13500 -0.0482
S 0.74421 -1.80337 -0.66370 0.1371
S 0.33862 -3.83349 -0.14479 -0.0738
S -2.17248 -1.29033 0.70418 -0.2461
S -5.10666 -0.45431 0.63811 0.0369
S 3.40968 -4.82126 0.12280 -0.1051
S 4.00347 -1.91756 -0.52366 -0.1123
O 5.82436 -3.76384 -0.03791 -0.4235
N 0.69216 1.49948 -0.24711 -0.1432
N -1.85082 1.26399 -0.25186 0.6200
N -3.16559 1.06240 -0.09433 -1.1435
C 1.99735 3.94210 -0.46240 -0.1637
C -1.43972 2.45335 -0.54944 -0.2296
C -3.45127 -0.12263 0.37006 0.6203
C 2.01623 1.58622 -0.09674 0.1801
C 0.62468 3.86611 -0.63039 -0.8644
C -5.10734 -2.14739 1.27365 -0.8639
C 2.09499 -3.73956 -0.14345 0.4787
C 2.36127 -2.45620 -0.43164 -0.0698
C 2.70487 2.78199 -0.18433 -0.8174
C -0.00341 2.63644 -0.50789 0.7933
C 4.66145 -3.54773 -0.11863 0.5159
H -4.80600 -2.15842 2.31747 0.3254
H 3.77592 2.80141 -0.04472 0.4057
H -6.13394 -2.49234 1.17996 0.3521
H -4.45059 -2.77420 0.67862 0.3159
H 2.50497 4.89350 -0.54202 0.4507
H 2.54475 0.66287 0.10165 0.2386
H 0.02736 4.74334 -0.83867 0.4130
H -2.14748 3.25107 -0.73785 0.4211
```

Results
**F_max**: 1.14 eV Å⁻¹
**Net charge**: +1
**LUMO (alpha / beta)**: -4.69 / -4.82 eV
**Calculated total energy**: -114378.891 eV
**HOMO (alpha / beta)**: -11.472 / -11.496 eV
**<S²>**: 3.818
**Multiplicity**: 4
**Gap between HOMO and LUMO (alpha / beta)**: 6.78 / 6.67 eV



Record 3
Below is 4 unconnected molecules or ions with the total composition C28H30BrN3O2 at a distorted geometry, with properties calculated with ωB97M-V/def2-TZVPD.

```
64
Properties=species:S:1:pos:R:3:mulliken_charge:R:1
Br 3.97005 5.08090 1.60369 -0.1972
O 0.54006 -1.01658 4.05568 -0.5376
O 0.11714 1.08994 -0.16060 -0.5468
N -4.02856 -3.40321 -0.84800 0.0577
N 3.03932 -4.69363 -3.64535 0.1244
N 0.98452 -1.90717 -2.93404 0.4051
C -2.30370 5.25400 2.66842 -0.6648
C 2.99793 3.58499 2.52925 -0.1540
C -3.67458 -4.49096 -1.59949 -0.4599
C 0.57836 -0.65683 -2.54833 -1.2640
C -3.01963 2.85163 2.19008 0.4855
C 2.20099 2.84145 1.39811 -0.7102
C -1.31182 1.05252 1.84494 0.6231
C 3.32564 -5.95398 -4.09803 -0.5116
C 4.67456 -6.15512 -3.96114 -0.4009
C -3.33875 5.30835 3.72070 -0.3394
C 0.79212 -0.70283 -4.78643 -0.8872
C -4.03698 2.90727 3.22860 -0.2991
C 5.22333 -4.97327 -3.39916 -0.5838
C -2.16662 -2.85381 -1.91795 0.6607
C 0.45430 0.11329 -3.67533 -0.4221
C 4.19057 -4.09143 -3.21314 -0.2898
C -3.11704 -2.39913 -1.04075 -1.0409
C 1.24058 1.72519 1.91241 0.4258
C -2.52078 -4.18131 -2.27293 -0.8374
C -2.71195 1.56573 1.31576 -1.0847
C 2.09927 4.24488 3.64899 -0.9394
C -4.20524 4.15488 4.01327 -0.5326
C 0.01530 1.27655 1.02960 -0.1140
C 1.37157 1.07516 3.10858 -0.1996
C 0.27374 0.00861 3.47849 -0.0737
C -1.18244 0.42088 3.05145 -0.2909
C -2.15600 4.02075 1.90436 -0.3460
C 1.11198 -1.94339 -4.30009 -0.4522
H 1.16048 -2.67810 -2.31229 0.2337
H 0.41527 -0.42530 -1.50870 1.1870
H -1.64209 6.12289 2.45341 0.3793
H -2.65981 1.90606 0.25242 0.3124
H 2.20276 1.31901 3.81661 0.3618
H 3.80874 2.91665 2.91295 0.5487
H 2.34492 5.33545 3.70346 0.4803
H 1.41883 -2.84482 -4.80476 0.3817
H 0.99729 4.15795 3.46620 0.1719
H -2.08251 0.25001 3.68446 0.4170
H 0.79904 -0.41257 -5.82543 0.3901
H -1.34191 4.00009 1.13234 0.3478
H -1.31248 -2.29549 -2.26737 0.3032
H -4.27198 -5.38851 -1.58898 0.3819
H 2.12707 -4.27634 -3.63175 0.1474
H -1.98973 -4.83555 -2.94689 0.3897
H 2.54671 -6.59520 -4.47835 0.3648
H 2.41856 3.79328 4.63261 0.2184
H -4.95918 4.22343 4.83923 0.3392
H -3.22308 -1.45141 -0.53710 0.4078
H 1.57260 3.61462 0.86232 0.4118
H 0.15278 1.14870 -3.70004 0.4336
H 6.25880 -4.79074 -3.15803 0.3844
H -4.66714 2.00748 3.44977 0.3195
H 5.20875 -7.05195 -4.23318 0.3924
H 2.88665 2.42650 0.60228 0.3678
H -3.48024 0.77778 1.51283 0.4543
H 4.17433 -3.08992 -2.81320 0.3702
H -4.83317 -3.34957 -0.24838 0.1790
H -3.42653 6.24946 4.32242 0.3205
```

Results
**F_max**: 2.83 eV Å⁻¹
**LUMO**: -0.92 eV
**Calculated total energy**: -108126.403 eV
**HOMO**: -8.194 eV
**Gap between HOMO and LUMO**: 7.27 eV



Record 4
Below is a molecular structure, C3H6FHfO at a distorted geometry, with properties calculated with ωB97M-V/def2-TZVPD.

```
12
Properties=species:S:1:pos:R:3:mulliken_charge:R:1
Hf -1.20895 -1.69978 -2.89014 2.4719
F -0.90938 0.33995 -3.27284 -0.2885
O -0.07118 -0.86127 -0.94352 -0.3022
C 0.16604 -0.11149 0.02588 0.8005
C 1.39433 -0.30983 0.83017 -0.9870
C -0.92590 0.73340 0.68803 -1.0431
H -0.71134 1.79588 0.52030 0.3903
H -1.88100 0.54770 0.19616 0.3696
H 1.32583 -1.23861 1.40531 0.3868
H -0.93729 0.48719 1.75099 0.4077
H 1.44886 0.58199 1.45703 0.3683
H 2.30997 -0.26511 0.23264 0.4257
```

Results
**F_max**: 9.37 eV Å⁻¹
**Net charge**: +3
**LUMO**: -18.79 eV
**Calculated total energy**: -9239.132 eV
**HOMO**: -24.510 eV
**Gap between HOMO and LUMO**: 5.72 eV



Record 5
Below is C17H16FNO4 in the gas phase at a distorted geometry, with properties calculated with ωB97M-V/def2-TZVPD.

```
39
Properties=species:S:1:pos:R:3:mulliken_charge:R:1
F 3.60496 -2.66229 -1.07067 -0.3188
O -4.43855 -0.43182 -0.10914 -0.5100
O 3.79611 0.86238 -0.14019 -0.2962
O 2.66342 1.95118 1.58888 -0.6947
O 1.32791 0.28834 -2.15550 -0.5987
N 1.09740 2.46677 -0.81487 -0.0573
C 2.57876 -2.15115 -0.36238 1.0862
C -1.48466 -0.02666 -1.92147 -1.7649
C 3.79422 -0.32578 0.91949 -1.1903
C 0.52043 1.27455 -1.43035 -0.0105
C 0.12997 -2.50983 0.29943 -0.7005
C -2.78635 -0.44437 -1.58194 -0.7158
C 1.31920 -2.68253 -0.86051 -0.9606
C 1.31808 -0.84355 1.53990 -0.5523
C -2.62318 0.61751 0.40494 0.6404
C 2.43110 2.61456 -0.68081 -0.8769
C 0.24853 -1.49831 1.18915 -0.4892
C -3.29046 -0.08108 -0.32906 0.7564
C 3.04418 1.63676 0.41242 0.9598
C -0.85701 0.69094 -0.78694 1.3841
C -1.42802 1.13316 0.28198 -1.0603
C -5.22786 -0.12861 1.17032 -1.0070
C 2.53338 -1.21183 0.55167 0.0845
H -1.03637 -0.17833 -2.68541 1.0602
H 2.93171 2.17643 -1.75960 0.2667
H -4.77427 -0.41807 2.00434 0.4530
H -6.09893 -0.62263 1.03193 0.3334
H 3.97042 0.01713 1.85278 0.5274
H 2.63821 3.64409 -0.63997 0.4630
H -5.41801 0.97634 1.39003 0.3106
H 4.68326 -0.93008 0.34051 0.2399
H -0.59109 -1.42680 1.78765 0.4899
H 1.49011 -0.07431 2.10641 0.8599
H -3.24228 -1.17744 -2.14754 0.4602
H -0.81438 -3.10572 0.02835 0.2922
H -0.80638 2.04581 0.97875 0.0113
H 0.51404 2.83211 -0.27868 0.1262
H -3.05764 1.12745 1.31691 0.1618
H 1.34007 -3.42428 -1.44081 0.8369
```

Results
**F_max**: 15.58 eV Å⁻¹
**LUMO**: 0.05 eV
**Calculated total energy**: -30271.745 eV
**HOMO**: -8.483 eV
**Gap between HOMO and LUMO**: 8.53 eV